Entry P
13
Properties=species:S:1:pos:R:3 method="wB97M-V/def2-TZVPD" lumo_ev=0.309 smiles="[H]/N=c1/cc(N)on1S"
S -1.8049 -1.0654 -0.3744
O 0.7898 -0.9099 0.6095
N 2.8274 -0.6060 -0.1504
N -1.3415 2.0021 0.3518
N -0.6325 -0.2153 0.3062
C -0.3827 1.2403 -0.0236
C 1.5775 -0.0008 -0.0718
C 1.0014 1.2070 -0.5229
H -2.5513 -1.1397 0.9772
H 3.5102 0.2382 -0.1755
H -2.3161 1.4990 0.4587
H 1.8457 1.9877 -0.8175
H 2.9203 -1.2044 0.8284

=====

Entry Q
13
Properties=species:S:1:pos:R:3 method="wB97M-V/def2-TZVPD" lumo_ev=0.704
S -1.5795 -0.9508 -0.2588
O -0.0790 1.1148 -0.4411
N 2.7463 0.3642 -0.2911
N 2.2713 -0.5081 0.6034
N -1.1751 1.5142 0.3353
C -1.9461 0.5257 0.5602
C 0.0808 -0.2765 -0.5690
C 1.0439 -0.8538 0.4969
H -2.7780 0.6718 1.2044
H 3.6478 0.7304 -0.0063
H 0.6516 -1.5932 1.1865
H 2.0817 1.0823 -0.5913
H 0.3313 -0.5619 -1.5868

=====

The most stable of them is entry Q.

=====

Entry P
8
Properties=species:S:1:pos:R:3 method="wB97M-V/def2-TZVPD" lumo_ev="-1.154 / -1.191"
S 0.3757 -0.7783 1.0544
N -1.6331 -0.1825 -0.1215
C 1.3084 0.4210 -0.0265
H -2.2742 -0.3443 0.5874
H 0.9516 -0.0396 -0.9736
H 0.7673 1.3789 0.1224
H 2.3726 0.3667 0.2039
H -1.8685 -0.8219 -0.8465

=====

Entry Q
8
Properties=species:S:1:pos:R:3 method="wB97M-V/def2-TZVPD" lumo_ev=0.603 smiles="C=N.S"
S 0.0759 -1.4667 2.4857
N -0.5827 1.8372 -3.1734
C 0.3516 1.7291 -2.2894
H 0.7953 0.8124 -1.9415
H 0.9234 2.6783 -2.0297
H 0.7225 -2.5451 2.0259
H -0.4148 -1.3395 1.2576
H -1.0305 0.9173 -3.0678

=====

Entry R
8
Properties=species:S:1:pos:R:3 method="wB97M-V/def2-TZVPD" lumo_ev="-3.075 / -3.063"
S -1.2840 -0.5131 0.6887
N 1.2637 -1.7415 -0.7722
C -0.4046 0.9543 1.3479
H 1.3456 -2.4089 -0.0303
H -0.3691 1.5689 0.5401
H 0.7064 0.4898 1.4084
H 1.9575 -0.9145 -0.5477
H -0.8550 1.3021 2.3093

=====

The most stable of them is entry Q.

=====

Entry P
10
Properties=species:S:1:pos:R:3 method="wB97M-V/def2-TZVPD" lumo_ev=0.326
S -1.8157 0.6605 0.2790
O 0.6922 1.2936 -0.1630
N 1.9094 0.6917 -0.1675
N -0.2651 -2.0779 0.0358
N -0.2966 0.2523 -0.2862
C 1.7698 -0.5821 -0.1581
C 0.3425 -0.9705 -0.1312
H 0.3966 -2.8270 0.1034
H 2.6245 -1.2400 -0.1673
H -1.6148 0.4027 1.5657

=====

Entry Q
10
Properties=species:S:1:pos:R:3 method="wB97M-V/def2-TZVPD" lumo_ev=0.064 smiles="Nn1oncc1=S"
S 2.3191 -0.3791 0.0106
O -1.5455 0.0330 0.0115
N -1.4544 -1.2939 0.0295
N -0.1658 1.8261 0.0234
N -0.2565 0.4711 -0.1880
C -0.2309 -1.6562 -0.0506
C 0.6516 -0.4591 -0.1301
H 0.0378 -2.7327 0.0613
H 0.1740 1.9342 1.0061
H 0.4707 2.2565 -0.7736

=====

The most stable of them is entry P.

=====

Entry P
22
Properties=species:S:1:pos:R:3 method="wB97M-V/def2-TZVPD" lumo_ev=0.460
O 1.5327 -0.2826 -1.1626
O -1.2075 0.0368 -0.1116
O -0.5489 2.3352 -0.2876
O 0.3554 0.7518 1.7163
C 2.7446 1.0030 1.9550
C 1.6290 0.3231 1.1832
C 1.4226 0.8233 -0.2901
C 2.2988 1.9868 -0.7179
C 1.7618 -1.1928 1.2513
C -0.0524 1.2468 -0.1585
H 1.7266 -1.5007 2.3047
H 3.7171 0.8080 1.4844
H -0.6000 0.0828 1.3106
H 2.2210 2.8310 -0.0241
H 3.3477 1.6685 -0.7519
H 1.4925 0.0106 -2.0778
H 2.7697 0.5962 2.9742
H -0.7098 -0.7222 -0.4581
H 0.9235 -1.6882 0.7448
H 2.5988 2.0876 2.0076
H 1.9627 2.3578 -1.6963
H 2.7084 -1.5148 0.7984

=====

Entry Q
22
Properties=species:S:1:pos:R:3 method="wB97M-V/def2-TZVPD" lumo_ev=0.580
O -0.6845 -1.9282 0.7673
O 1.9486 0.7148 -1.6655
O -1.0334 -2.3474 2.9993
O -0.0811 2.7327 -1.4409
C 0.6787 0.4579 -2.1682
C -0.1687 0.4052 0.3124
C 0.2929 -0.9134 0.8929
C -0.4401 0.3025 -1.1699
C 0.0978 -1.1018 2.3586
C -0.3918 1.5223 -2.0487
H 1.0308 -1.4166 2.8482
H -1.1995 -0.4350 -1.4374
H 1.2842 -1.2235 0.5305
H 2.4195 1.2911 -2.2742
H 0.6559 -0.1785 -3.0584
H 0.6070 1.1566 0.5067
H 0.3568 3.3038 -2.0787
H -1.5749 -1.9048 3.6572
H -1.0818 0.7354 0.8312
H -1.2689 -2.5639 1.6760
H -0.3246 -0.1987 2.8222
H -1.1229 1.5895 -2.8606

=====

Entry R
22
Properties=species:S:1:pos:R:3 method="wB97M-V/def2-TZVPD" lumo_ev=0.554 smiles="CC(=O)OCC[C@@H](O)CO"
O 3.2822 1.1760 2.5252
O -3.1593 0.2612 -1.2098
O 0.6929 0.6850 2.6459
O -1.1739 -0.7635 -1.2029
C 0.7559 -0.2045 0.0833
C 2.8382 0.5407 1.3913
C -2.4213 -0.5981 -1.6398
C -2.7319 -1.5136 -2.7861
C -0.6822 0.1570 -0.2259
C 1.3376 0.6646 1.1928
H -0.7583 1.1797 -0.6232
H 0.8132 -1.2591 0.3931
H 0.0214 1.3699 2.6714
H -3.7404 -1.3149 -3.1623
H 1.1776 1.7166 0.8916
H 3.3731 0.8873 0.4952
H -2.6538 -2.5565 -2.4524
H 2.5509 -0.6005 1.6486
H 1.3755 -0.0777 -0.8167
H -2.0017 -1.3595 -3.5918
H 2.4183 1.5196 3.1009
H -1.3141 0.0904 0.6715

=====

The most stable of them is entry R.

=====

Entry P
25
Properties=species:S:1:pos:R:3 method="wB97M-V/def2-TZVPD" lumo_ev=0.930 smiles="C/N=C(/C)N.C=C(C)C"
N -1.1549 0.7495 0.2356
N -1.0280 -0.0340 2.4515
C -1.6547 -1.5355 0.6625
C 1.2322 -0.4389 -1.1475
C 2.1382 0.4852 -0.3900
C 0.5740 0.1459 -2.3575
C -0.8303 2.0973 0.6314
C 1.0974 -1.7217 -0.8099
C -1.3361 -0.1539 1.1143
H -1.6295 2.5485 1.2341
H 0.5809 -2.4142 -1.4545
H 3.1059 0.5424 -0.8906
H 0.1453 -0.6256 -2.9872
H -0.2389 0.8047 -2.0361
H -0.9775 0.8887 2.8488
H 0.1010 2.1558 1.2056
H -1.3125 -0.7703 3.0757
H -1.8203 -1.5522 -0.4053
H -2.5351 -1.9154 1.1690
H 1.7262 1.4873 -0.3646
H 1.2837 0.7518 -2.9351
H -0.7270 2.6936 -0.2757
H 2.3070 0.1331 0.6246
H -0.7326 -2.1669 0.8174
H 1.6853 -2.1555 -0.0164

=====

Entry Q
25
Properties=species:S:1:pos:R:3 method="wB97M-V/def2-TZVPD" lumo_ev=0.998 smiles="[H]/N=C/[C@H](C)[C@@H](N)C(C)C"
N -0.4952 -0.5135 -1.8373
N -3.0600 0.5836 -0.9033
C -2.6699 -0.0619 0.1343
C -0.6022 1.5042 0.6134
C 2.2209 0.3462 -0.7361
C 1.8425 -0.7744 1.4960
C 1.4790 -0.7419 0.0204
C -0.2850 -0.8426 -0.4802
C -0.8744 0.0169 0.5579
H 2.9086 -1.0024 1.6258
H -0.4651 1.9320 -0.3803
H -3.3937 -0.6008 0.7771
H 1.9462 0.3636 -1.7955
H 1.7744 -1.7054 -0.4107
H 0.2868 1.7182 1.2128
H 1.6820 0.1929 1.9812
H -4.0819 0.5776 -1.0210
H 1.2757 -1.5369 2.0369
H 2.0608 1.3397 -0.3115
H -0.8555 0.4439 -1.9540
H -0.5019 -1.8961 -0.2935
H -0.8444 -0.4437 1.5441
H -1.2183 -1.0910 -2.2592
H 3.3030 0.1612 -0.7081
H -1.4326 2.0306 1.0908

=====

The most stable of them is entry P.